[1]
ORCA calculation (ωB97M-V with the def2-TZVPD basis set) on 2 unconnected molecules or ions with the total composition C4H10ClISi.

The geometry in XYZ format:
```
17
Properties=species:S:1:pos:R:3
C 1.496 0.451 1.817
C -1.741 0.230 -1.412
C 1.601 -0.514 0.634
C -0.538 1.177 -1.304
Si 1.084 0.227 -1.041
Cl 1.623 -0.927 -2.599
I 2.558 4.446 -1.141
H 2.163 1.302 1.684
H 0.482 0.826 1.934
H 1.778 -0.063 2.735
H -1.895 -0.316 -0.485
H -2.641 0.799 -1.626
H -1.599 -0.491 -2.213
H 0.974 -1.392 0.831
H 2.632 -0.879 0.563
H -0.704 1.888 -0.493
H -0.467 1.768 -2.222
```

Orbital gap (spin up / spin down) ... 7.23 / 6.65 eV
Highest occupied orbital energy (spin up / spin down) ... -6.449 / -9.934 eV
Net charge ... 0
<S²> ... 2.00
Spin multiplicity ... 3

***

[2]
ORCA calculation (ωB97M-V with the def2-TZVPD basis set) on 14 unconnected molecules or ions with the total composition C28H21Cl52F6IO3.

The geometry in XYZ format:
```
111
Properties=species:S:1:pos:R:3
C 3.240 3.945 4.272
C 2.378 3.026 3.427
O 1.896 3.806 2.334
C 1.085 3.219 1.341
C 1.880 3.118 0.042
C 3.218 2.388 0.150
C 4.395 3.236 0.644
F 3.102 1.230 0.920
C 0.307 2.001 1.858
C -0.234 1.004 0.832
F -0.934 1.562 -0.195
F 0.783 0.326 0.260
C -1.205 -0.058 1.439
F -2.434 0.452 1.442
F -1.196 -1.151 0.673
F -0.863 -0.423 2.672
C -0.838 2.656 2.633
O -1.360 2.232 3.614
O -1.178 3.808 2.023
C -0.177 4.217 1.116
I 0.401 6.260 1.891
C -0.703 4.508 -0.293
C -2.235 4.703 -0.386
C -2.727 6.065 0.116
C -2.602 4.604 -1.866
H 4.038 4.389 3.683
H 2.618 4.750 4.661
H 3.629 3.397 5.128
H 1.557 2.672 4.055
H 2.967 2.173 3.092
H 1.271 2.639 -0.722
H 2.078 4.130 -0.307
H 3.464 2.065 -0.864
H 4.112 4.286 0.586
H 5.240 3.115 -0.025
H 4.663 2.993 1.667
H 0.806 1.357 2.576
H -0.230 5.403 -0.682
H -0.471 3.697 -0.979
H -2.752 3.933 0.188
H -3.760 6.241 -0.168
H -2.587 6.161 1.190
H -2.105 6.840 -0.337
H -3.684 4.629 -1.988
H -2.190 3.720 -2.335
H -2.232 5.500 -2.371
C -5.586 -0.330 -1.096
Cl -5.571 -1.472 -2.444
Cl -4.016 0.458 -0.968
Cl -6.833 0.889 -1.373
Cl -5.931 -1.193 0.408
C -2.664 1.854 7.574
Cl -3.107 3.483 7.064
Cl -2.202 0.898 6.172
Cl -1.314 1.941 8.711
Cl -4.051 1.085 8.367
C -0.963 1.522 -4.851
Cl -0.081 3.023 -5.159
Cl -2.687 1.776 -5.132
Cl -0.376 0.261 -5.937
Cl -0.696 1.021 -3.175
C 8.325 1.002 -0.111
Cl 8.094 2.717 -0.477
Cl 8.551 0.107 -1.614
Cl 9.747 0.809 0.917
Cl 6.899 0.382 0.726
C 6.986 -3.240 -4.039
Cl 8.271 -2.029 -4.128
Cl 5.417 -2.440 -4.172
Cl 7.171 -4.393 -5.363
Cl 7.087 -4.087 -2.496
C 7.757 -7.832 -0.662
Cl 9.347 -8.566 -0.888
Cl 6.755 -8.879 0.345
Cl 7.955 -6.263 0.135
Cl 6.987 -7.610 -2.232
C -7.213 -1.497 5.882
Cl -6.053 -0.367 6.590
Cl -6.750 -1.853 4.211
Cl -7.200 -2.994 6.813
Cl -8.829 -0.786 5.907
C 7.913 -12.228 -2.813
Cl 8.582 -12.278 -1.181
Cl 8.990 -11.317 -3.878
Cl 7.745 -13.877 -3.426
Cl 6.332 -11.445 -2.783
C -4.616 -5.701 -1.024
Cl -3.738 -7.134 -0.482
Cl -3.638 -4.262 -0.742
Cl -4.962 -5.849 -2.751
Cl -6.140 -5.560 -0.135
C -9.981 2.432 -3.667
Cl -9.074 3.170 -2.340
Cl -9.875 0.675 -3.550
Cl -11.671 2.930 -3.566
Cl -9.299 2.963 -5.206
C -5.354 8.045 -3.073
Cl -6.624 9.261 -2.904
Cl -4.881 7.915 -4.769
Cl -3.954 8.520 -2.107
Cl -5.967 6.485 -2.513
C -4.581 -5.604 4.472
Cl -3.706 -7.078 4.903
Cl -3.722 -4.196 5.108
Cl -4.706 -5.487 2.713
Cl -6.205 -5.652 5.156
C 5.896 -8.591 -5.990
Cl 5.064 -10.086 -5.562
Cl 7.543 -8.632 -5.356
Cl 5.941 -8.427 -7.749
Cl 5.034 -7.213 -5.295
```

Orbital gap ... 9.18 eV
Highest occupied orbital energy ... -9.208 eV
Net charge ... 0

***

[3]
ORCA calculation (ωB97M-V with the def2-TZVPD basis set) on 6 unconnected molecules or ions with the total composition C27H33BF5N3O17S.

The geometry in XYZ format:
```
87
Properties=species:S:1:pos:R:3
C -0.110 2.177 -2.663
C -1.234 1.039 -2.194
O -2.600 1.588 -2.189
C -3.613 0.568 -1.877
C -4.377 0.857 -0.418
C -3.280 0.338 0.733
C -3.318 -1.216 1.281
C -2.150 -1.656 2.394
N -2.146 -3.094 2.872
C -1.039 -0.510 2.881
B 0.125 -1.013 3.979
O 0.291 -0.321 5.275
C 1.003 -2.345 3.497
C 2.597 -2.262 3.869
C -1.045 1.026 2.306
N -0.132 2.204 2.565
S -0.725 3.544 1.561
N -2.143 2.918 0.706
C -2.179 1.475 1.211
H -0.393 2.669 -3.710
H -0.030 3.017 -1.834
H 0.951 1.654 -2.703
H -1.108 0.095 -2.907
H -0.867 0.664 -1.124
H -3.019 -0.452 -1.699
H -4.368 0.352 -2.746
H -5.403 0.267 -0.349
H -4.587 2.012 -0.343
H -4.095 -2.028 0.900
H -2.026 -3.165 3.907
H -2.963 -3.642 2.524
H 1.087 0.288 5.281
H 0.916 -2.397 2.313
H 0.459 -3.295 3.913
H 2.839 -1.832 4.931
H 3.159 -1.645 3.027
H 3.032 -3.370 3.779
O 5.899 5.762 0.322
C 4.963 5.405 1.018
O 4.287 4.228 0.849
C 3.375 4.133 1.925
C 3.201 5.558 2.328
F 2.968 5.659 3.655
O 4.458 6.134 2.052
H 3.814 3.519 2.720
H 2.436 3.674 1.605
H 2.422 6.089 1.770
O -3.744 7.419 4.315
C -3.799 7.130 3.131
O -4.903 6.600 2.522
C -4.605 6.537 1.142
C -3.115 6.513 1.133
F -2.629 7.121 0.028
O -2.766 7.289 2.257
H -5.017 7.419 0.640
H -5.038 5.641 0.688
H -2.681 5.511 1.229
O -0.744 -2.075 -2.132
C -0.799 -2.364 -3.316
O -1.903 -2.894 -3.926
C -1.606 -2.958 -5.306
C -0.115 -2.982 -5.315
F 0.371 -2.373 -6.420
O 0.233 -2.205 -4.191
H -2.018 -2.075 -5.807
H -2.039 -3.853 -5.760
H 0.318 -3.983 -5.219
O 0.170 -3.326 -10.001
C 1.286 -2.948 -9.685
O 1.677 -1.637 -9.671
C 2.982 -1.616 -9.127
C 3.468 -2.999 -9.397
F 4.324 -3.406 -8.434
O 2.298 -3.781 -9.312
H 2.926 -1.388 -8.058
H 3.598 -0.856 -9.616
H 3.927 -3.129 -10.383
O 4.085 -3.966 5.723
C 3.362 -4.860 6.131
O 2.152 -5.180 5.578
C 1.701 -6.339 6.249
C 2.437 -6.271 7.543
F 2.704 -7.511 8.012
O 3.657 -5.655 7.197
H 1.962 -7.224 5.659
H 0.616 -6.317 6.386
H 1.933 -5.681 8.316
```

Orbital gap ... 6.42 eV
Highest occupied orbital energy ... -8.079 eV
Net charge ... 0
SMILES string ... CCOCCc1cc(N)c(B(O)CC)c2nsnc12.O=C1OC[C@@H](F)O1.O=C1OC[C@@H](F)O1.O=C1OC[C@@H](F)O1.O=C1OC[C@@H](F)O1.O=C1OC[C@@H](F)O1

***

[4]
ORCA calculation (ωB97M-V with the def2-TZVPD basis set) on 2 unconnected molecules or ions with the total composition C3H4N4.

The geometry in XYZ format:
```
11
Properties=species:S:1:pos:R:3
N -1.356 0.429 -1.694
C -1.032 0.108 -0.450
C 0.097 -0.790 -0.413
N 0.574 -1.111 0.753
C 0.893 -1.463 1.853
N 1.016 1.692 2.017
N 0.581 2.139 1.108
H -0.884 0.097 -2.537
H -2.124 1.064 -1.858
H 0.629 -1.214 -1.273
H 1.606 -0.951 2.495
```

Orbital gap ... 8.62 eV
Highest occupied orbital energy ... -8.255 eV
Energy above the lowest of the compared OMol25 structures with the same formula, charge and spin ... 384.2 kJ/mol
Net charge ... 0

***

[5]
ORCA calculation (ωB97M-V with the def2-TZVPD basis set) on a gas-phase ion, C5H10N2O2P (charge +1).

The geometry in XYZ format:
```
20
Properties=species:S:1:pos:R:3
C 1.130 2.375 -0.651
C 1.136 0.908 -0.303
C 2.323 0.232 0.157
N 3.143 -0.620 0.015
N 4.222 -1.151 -0.010
O -0.037 0.419 -0.059
P -1.089 -0.958 0.025
C -2.387 -0.457 -1.131
C -1.775 -0.834 1.683
O -0.334 -2.231 -0.177
H 1.975 2.583 -1.281
H 0.253 2.589 -1.081
H 1.076 2.903 0.384
H 4.212 -2.178 -0.011
H -2.435 0.606 -1.153
H -2.380 -1.076 -1.948
H -3.244 -0.743 -0.522
H -1.022 -0.765 2.457
H -2.313 0.062 1.714
H -2.457 -1.663 1.893
```

Orbital gap (spin up / spin down) ... 8.48 / 8.48 eV
Highest occupied orbital energy (spin up / spin down) ... -14.156 / -14.157 eV
Energy above the lowest of the compared OMol25 structures with the same formula, charge and spin ... 240.1 kJ/mol
Net charge ... +1
SMILES string ... CC(=C=[N+]=N)OP(C)(C)=O

***

[6]
ORCA calculation (ωB97M-V with the def2-TZVPD basis set) on 7 unconnected molecules or ions with the total composition ClH12O10.

The geometry in XYZ format:
```
23
Properties=species:S:1:pos:R:3
Cl -0.815 0.797 0.429
O 0.144 1.326 1.363
O -0.136 0.768 -0.826
O -1.234 -0.483 0.778
O -1.962 1.640 0.175
O 0.341 -3.061 2.351
H 1.213 -2.738 2.578
H -0.119 -2.293 2.011
O 2.869 2.002 0.037
H 2.888 2.127 0.986
H 2.018 2.346 -0.234
O -3.247 -0.763 2.962
H -2.460 -0.772 2.418
H -3.008 -1.268 3.739
O -2.046 -1.537 -2.182
H -1.936 -0.679 -1.772
H -1.835 -1.391 -3.104
O 2.731 -0.787 0.025
H 3.085 0.103 0.023
H 1.788 -0.671 -0.084
O 0.311 1.802 -4.180
H 0.148 1.635 -3.252
H 1.262 1.898 -4.243
```

Orbital gap ... 9.91 eV
Highest occupied orbital energy ... -6.863 eV
Energy above the lowest of the compared OMol25 structures with the same formula, charge and spin ... 44.6 kJ/mol
Net charge ... -1

***

Max |F| (eV/Å)
2.49, 1.83, 7.05, 1.91, 4.53, 4.38
Electronic energy (eV)
-32810.2360, -711087.1847, -92899.4032, -9132.8755, -21701.5824, -33187.6916